Density functional theory data (the ωB97M-V functional and the def2-TZVPD basis) for a structure of composition C17H24N3O7P2Pd in a non-equilibrium geometry.

Atoms and positions in Å:
Pd -0.183 -1.222 0.674
C 3.859 -0.776 1.649
C 4.502 -1.160 0.478
C 3.762 -1.563 -0.619
C 2.378 -1.562 -0.542
N 1.786 -1.142 0.592
C 2.481 -0.781 1.676
C 1.424 -2.030 -1.538
C 1.719 -2.508 -2.809
C 0.689 -2.950 -3.625
C -0.625 -2.922 -3.179
C -0.944 -2.449 -1.906
C 0.097 -2.017 -1.121
H 4.409 -0.484 2.531
H 5.583 -1.163 0.429
H 4.246 -1.897 -1.525
H 1.902 -0.520 2.554
H 2.742 -2.538 -3.162
H 0.912 -3.323 -4.615
H -1.419 -3.280 -3.822
H -1.962 -2.449 -1.542
O -2.152 -4.432 1.969
P -1.588 -2.982 1.915
O -0.061 -2.976 1.606
O -2.174 -2.115 0.818
O -1.796 -2.423 3.371
P -1.278 -0.890 3.814
O -0.019 -1.268 4.725
O -2.333 -0.191 4.535
O -0.693 -0.320 2.526
H -2.161 -4.845 2.843
H -0.246 -1.215 5.662
C -0.775 5.009 -0.676
C -1.555 3.976 0.121
N -1.401 2.609 -0.400
C -2.175 2.281 -1.603
C -1.350 2.250 -2.886
C -0.618 1.704 0.183
C 0.162 2.087 1.399
N -0.487 0.493 -0.319
H -0.904 5.993 -0.227
H -1.125 5.067 -1.706
H 0.290 4.775 -0.688
H -2.622 4.200 0.099
H -1.263 3.992 1.166
H -2.954 3.037 -1.686
H -2.692 1.332 -1.436
H -0.910 3.224 -3.090
H -1.993 1.987 -3.726
H -0.538 1.523 -2.846
H -0.501 2.232 2.251
H 0.718 3.004 1.209
H 0.857 1.297 1.655
H -1.024 0.319 -1.157

Results
Orbital gap, Ha: 0.2895
Total charge: +1
Electronic energy, Ha: -2163.79402
2S+1: 1

Here are the Löwdin charges for atoms 1 to 5, given in e:
1 Pd 1.276
2 C -0.012
3 C -0.011
4 C 0.031
5 C -0.176